Record 1
{
  "formula": "C36H54N2O18",
  "method": "the ωB97M-V functional and the def2-TZVPD basis",
  "charge": 0,
  "multiplicity": 1,
  "homo_energy_ev": -9.41,
  "lumo_ev": 0.2,
  "smiles": "C[C@H]1C[C@](CC=O)(CON=O)C(=O)N1.O=C1CCCO1.O=C1CCCO1.O=C1CCCO1.O=C1CCCO1.O=C1CCCO1.O=C1CCCO1.O=C1CCCO1",
  "species": ["O", "O", "O", "O", "O", "O", "O", "O", "O", "O", "O", "O", "O", "O", "O", "O", "O", "O", "N", "N", "C", "C", "C", "C", "C", "C", "C", "C", "C", "C", "C", "C", "C", "C", "C", "C", "C", "C", "C", "C", "C", "C", "C", "C", "C", "C", "C", "C", "C", "C", "C", "C", "C", "C", "C", "C", "H", "H", "H", "H", "H", "H", "H", "H", "H", "H", "H", "H", "H", "H", "H", "H", "H", "H", "H", "H", "H", "H", "H", "H", "H", "H", "H", "H", "H", "H", "H", "H", "H", "H", "H", "H", "H", "H", "H", "H", "H", "H", "H", "H", "H", "H", "H", "H", "H", "H", "H", "H", "H", "H"],
  "positions_angstrom": [[-4.2030, 1.0745, 2.4846], [-4.2611, -5.4841, -1.2663], [-3.5111, 2.2822, -3.2929], [1.9281, -1.5924, -2.5365], [10.3550, 1.8169, 1.1162], [-4.2972, -2.2167, -5.7489], [-3.9691, 1.6819, -1.1884], [-0.8952, 0.5052, 4.7347], [-4.4193, -1.3611, -3.6767], [-0.9710, -3.0340, 2.8182], [-4.1795, 0.6002, 4.5823], [0.4707, 1.5481, -1.3233], [2.2078, -2.9817, -0.7994], [4.2320, 3.2949, 3.6868], [10.1970, 0.9260, 3.1725], [-0.9010, -0.1880, -1.7703], [5.0785, 2.2975, 5.5115], [-2.8761, -3.7695, -0.8284], [-4.7778, 0.4697, 3.5820], [0.4205, 1.1745, 3.0068], [3.2058, 2.3751, 6.9344], [0.8696, 2.7471, -2.0158], [-6.0944, 2.6468, -0.9039], [-4.2931, 2.2031, -2.3856], [-3.8357, -3.8065, -2.9770], [2.7739, -4.2860, -0.5834], [2.8392, -3.8191, -2.9046], [1.2400, -0.8467, 1.9746], [-0.9433, 0.4046, 1.2443], [9.7328, 1.6559, 2.1246], [2.7513, 2.6524, 5.5051], [-4.0501, -1.7121, -7.0729], [8.2552, 2.0053, 3.9451], [0.5331, 0.4702, 1.7044], [4.0634, 2.8179, 4.7710], [9.1838, 0.8272, 4.1886], [8.3389, 2.1691, 2.4317], [-0.4911, 1.4771, -3.4724], [-2.6371, -2.8637, -2.9860], [2.2650, -2.6598, -2.1141], [-4.3128, -1.1943, -4.8584], [-2.8322, 1.4429, 2.5624], [-0.3497, 0.8150, -2.1214], [4.5520, 1.7035, 6.7127], [-1.8428, 0.2500, 2.4847], [-4.4615, -0.2485, -7.0257], [0.6900, 2.4390, -3.4921], [-2.3633, -1.1693, 2.7521], [-5.7570, 2.6038, -2.3951], [-4.1373, 0.1258, -5.5824], [-0.7827, 0.6235, 3.5825], [-5.1335, 1.6142, -0.3392], [-1.5521, -2.2939, 2.1395], [2.6863, -4.9849, -1.9311], [-3.7077, -4.4861, -1.6275], [-2.4523, -2.5685, -1.5085], [7.6124, 1.5431, 1.9118], [-0.4353, 0.7399, -4.2688], [3.4301, -5.7697, -2.0565], [3.8854, -3.6054, -3.1287], [2.2818, -3.9721, -3.8245], [-3.4054, -1.2373, 2.4377], [-1.4192, -2.3550, -1.2580], [-2.7831, -1.9670, -3.5845], [-2.6598, 1.9938, 1.6465], [-4.7809, -3.2616, -3.0090], [-5.5403, 0.6016, -0.3897], [-4.8166, 1.8038, 0.6820], [2.3031, -0.6653, 2.1149], [-1.5150, -2.3857, 1.0486], [-3.1045, 0.4548, -5.4643], [8.2319, 3.2042, 2.1210], [1.0866, 0.9906, 0.9426], [-2.9888, -1.8386, -7.2980], [1.1364, -1.5704, 1.1700], [-5.8884, 3.5686, -2.8779], [0.2464, 2.1318, 2.6925], [8.6540, 2.8971, 4.4323], [-1.0367, 1.3530, 0.7148], [-7.1367, 2.4324, -0.6761], [-6.3267, 1.8365, -2.9222], [-3.9539, 0.3644, -7.7684], [5.2452, 1.8798, 7.5326], [1.6995, -5.4352, -2.0505], [0.8894, -1.3239, 2.8841], [2.1514, 3.5552, 5.4335], [-1.4496, 2.0016, -3.5042], [1.9021, 2.9770, -1.7622], [-3.0780, -1.7379, -1.1732], [7.2459, 1.8441, 4.3175], [3.8049, -4.1629, -0.2445], [8.6748, -0.1332, 4.0763], [-4.6319, -2.2882, -7.7889], [9.6553, 0.8614, 5.1686], [2.2118, 1.8060, 5.0740], [-4.8149, 0.8761, -5.1881], [2.5121, 1.7656, 7.5104], [-5.5361, -0.1601, -7.1956], [-1.7587, -3.3876, -3.3709], [0.2310, 3.5677, -1.6804], [0.5292, 3.3282, -4.0992], [-3.7948, -4.5371, -3.7806], [-2.3321, -1.3344, 3.8239], [-1.1428, -0.2945, 0.4291], [2.2079, -4.7974, 0.1918], [1.5749, 1.9264, -3.8728], [-5.8595, 3.6346, -0.5025], [-2.5953, 2.1612, 3.3391], [4.4580, 0.6271, 6.5532], [3.3451, 3.3185, 7.4660]],
  "forces_ev_per_angstrom": [[0.104, -0.173, -0.129], [0.137, -0.065, 0.240], [-0.037, 0.175, 0.062], [-0.086, 0.048, 0.122], [0.179, -0.074, 0.165], [-0.004, 0.035, 0.258], [0.095, 0.118, -0.138], [-0.767, -0.436, 2.987], [-1.734, 1.499, -0.889], [2.105, -2.929, 2.317], [0.093, -0.142, -0.259], [-0.127, -0.101, -0.130], [-0.055, 0.011, -0.076], [0.275, 0.002, 0.098], [0.021, 0.064, -0.036], [0.291, 0.188, 0.206], [-0.031, 0.041, 0.026], [-0.099, -0.121, 0.030], [-0.330, 0.229, 0.784], [0.272, 0.434, -1.245], [-0.166, 0.036, 0.031], [0.173, 0.183, -0.041], [-0.065, 0.063, -0.138], [-0.240, -0.291, -0.149], [0.591, -0.228, 0.194], [0.038, -0.215, 0.083], [-0.253, -0.409, 0.288], [0.116, -0.249, -0.108], [0.222, -0.445, -1.106], [-0.215, 0.002, -0.351], [0.177, 0.012, 0.512], [0.034, 0.075, -0.285], [-0.219, 0.063, -0.006], [-0.614, -1.392, 0.466], [-0.350, -0.046, -0.350], [-0.097, 0.018, 0.128], [0.150, 0.076, 0.528], [0.510, 0.315, -0.049], [0.671, -0.359, -0.172], [0.174, 0.200, -0.223], [-0.412, 0.704, -0.097], [0.213, -0.053, -0.719], [-0.442, -0.125, -0.513], [-0.045, -0.061, 0.206], [1.927, 0.518, 0.327], [0.017, 0.138, 0.013], [0.028, -0.045, -0.236], [-0.449, 0.570, 0.064], [0.021, 0.247, 0.492], [-0.287, -0.259, -0.475], [0.574, 0.574, -2.382], [-0.093, -0.006, 0.213], [-1.893, 2.640, -1.854], [0.048, -0.080, -0.164], [-0.257, 0.035, -0.277], [0.105, 0.025, -0.182], [0.006, 0.059, -0.085], [-0.195, -0.128, 0.076], [0.027, 0.038, 0.058], [-0.026, 0.066, -0.072], [0.122, 0.211, -0.101], [-0.025, -0.207, -0.254], [-0.021, -0.107, 0.174], [0.926, -0.782, 0.727], [-0.402, 0.152, -0.256], [0.181, -0.334, 0.062], [0.048, -0.017, -0.064], [-0.108, 0.024, -0.299], [0.127, 0.088, 0.020], [-0.162, 0.063, -0.326], [-0.007, 0.092, 0.144], [-0.038, -0.086, -0.251], [0.244, 0.576, 0.088], [-0.006, 0.006, 0.041], [-0.052, 0.059, -0.214], [0.022, -0.121, -0.236], [-0.042, 0.228, 0.803], [0.002, -0.024, 0.015], [-0.623, 0.294, 0.295], [0.037, -0.070, -0.002], [0.043, 0.013, -0.074], [0.045, -0.068, 0.007], [0.142, 0.014, -0.141], [0.012, 0.001, 0.034], [-0.143, -0.031, 0.174], [-0.066, -0.069, -0.266], [0.083, -0.221, 0.037], [-0.030, -0.104, 0.180], [-0.010, 0.017, -0.017], [0.030, -0.022, 0.003], [0.003, 0.028, -0.026], [0.001, 0.006, -0.030], [-0.001, -0.145, 0.148], [0.161, -0.062, -0.089], [-0.062, 0.100, -0.122], [0.219, 0.064, 0.230], [0.046, -0.058, -0.038], [0.017, -0.026, -0.022], [0.086, -0.144, 0.144], [-0.036, -0.025, -0.008], [-0.024, 0.045, 0.086], [-0.233, -0.100, 0.053], [-0.129, -0.067, 0.226], [0.159, -0.200, 0.337], [-0.062, 0.179, 0.054], [0.033, 0.036, 0.043], [-0.002, -0.022, 0.007], [-0.328, -0.235, 0.673], [-0.020, 0.012, -0.029], [0.034, -0.033, 0.018]],
  "lowdin_charge": [-0.130, 0.111, 0.095, 0.123, 0.118, 0.039, 0.034, 0.170, 0.061, 0.108, 0.076, 0.007, 0.016, 0.116, 0.021, 0.106, 0.002, 0.016, -0.015, 0.093, -0.153, -0.142, -0.141, -0.472, -0.072, -0.149, -0.073, -0.029, -0.089, -0.487, -0.076, -0.144, -0.153, -0.327, -0.484, -0.159, -0.072, -0.068, -0.159, -0.482, -0.463, -0.111, -0.455, -0.154, -0.272, -0.146, -0.145, -0.054, -0.067, -0.063, -0.432, -0.138, -0.275, -0.153, -0.479, -0.166, 0.132, 0.127, 0.116, 0.131, 0.124, 0.119, 0.094, 0.083, 0.116, 0.122, 0.138, 0.092, 0.083, 0.110, 0.129, 0.126, 0.124, 0.129, 0.072, 0.125, 0.137, 0.122, 0.107, 0.119, 0.130, 0.118, 0.123, 0.119, 0.073, 0.126, 0.097, 0.127, 0.126, 0.096, 0.127, 0.125, 0.126, 0.122, 0.116, 0.115, 0.118, 0.119, 0.125, 0.128, 0.116, 0.127, 0.120, 0.098, 0.128, 0.119, 0.120, 0.133, 0.127, 0.117]
}

=====

Record 2
{
  "formula": "C4H9N2",
  "method": "the ωB97M-V functional and the def2-TZVPD basis",
  "charge": 1,
  "multiplicity": 1,
  "homo_energy_ev": -13.01,
  "lumo_ev": -4.9,
  "species": ["N", "N", "C", "C", "C", "C", "H", "H", "H", "H", "H", "H", "H", "H", "H"],
  "positions_angstrom": [[-0.9137, -0.1707, -0.1905], [2.0757, 0.2117, -0.0809], [1.9267, -1.1220, 0.0171], [-1.9636, 0.8273, -0.3644], [2.3841, 1.3389, -0.2033], [-2.0576, -0.1653, 0.6749], [2.5980, -1.3937, 0.7724], [2.4311, 2.4764, -0.1842], [0.8784, -1.3304, 0.3381], [2.2431, -1.7492, -0.9084], [-2.5162, 0.7861, -1.2063], [-2.7837, -0.8567, 0.6326], [-0.6882, -0.8179, -0.9111], [-1.8237, 1.9369, -0.0490], [-1.7904, 0.0286, 1.6630]],
  "forces_ev_per_angstrom": [[1.573, 1.640, 0.550], [2.103, 7.587, -1.723], [-1.114, -3.807, -1.141], [1.961, 3.176, 2.291], [-1.979, -2.744, 0.910], [1.102, 0.277, -0.120], [0.934, -0.852, 1.389], [0.173, -1.915, -0.184], [0.839, 0.122, -0.317], [-0.713, 1.555, 1.211], [-2.051, -0.560, -2.502], [-2.396, -2.637, -0.594], [-1.154, -0.621, -0.706], [0.443, -2.017, -0.577], [0.280, 0.794, 1.514]],
  "lowdin_charge": [-0.055, 0.058, -0.051, -0.153, 0.346, -0.166, 0.102, 0.177, 0.109, 0.174, 0.067, 0.077, 0.082, 0.138, 0.094]
}

=====

Record 3
{
  "formula": "C6H13NO2",
  "method": "the ωB97M-V functional and the def2-TZVPD basis",
  "charge": 0,
  "multiplicity": 1,
  "homo_energy_ev": -8.94,
  "lumo_ev": 0.7,
  "smiles": "C[C@H]1C(C)(C)[C@]1(O)ON",
  "species": ["O", "O", "N", "C", "C", "C", "C", "C", "C", "H", "H", "H", "H", "H", "H", "H", "H", "H", "H", "H", "H", "H"],
  "positions_angstrom": [[-0.2775, -1.2910, 1.4058], [-0.6372, 1.1098, 1.6456], [-2.0666, 0.8867, 1.8606], [-0.1199, 0.0205, 0.8464], [-0.1579, 0.1667, -0.6627], [-0.7005, 1.4412, -1.2652], [-0.4781, -1.0547, -1.4878], [2.2416, -0.7306, -0.0064], [1.1573, 0.2858, 0.0969], [-1.7947, 1.4168, -1.2912], [-1.5529, -1.0953, -1.6968], [-2.1580, 1.1846, 2.8308], [0.3442, -1.4016, 2.1443], [-0.3948, 2.3315, -0.7053], [-0.3351, 1.5576, -2.2912], [-0.2109, -1.9946, -0.9964], [1.5861, 1.2768, 0.2136], [-2.1172, -0.1363, 1.8935], [2.9287, -0.4590, -0.8143], [0.0536, -1.0143, -2.4440], [1.8754, -1.7415, -0.2023], [2.8144, -0.7591, 0.9261]],
  "forces_ev_per_angstrom": [[-0.241, 1.231, -0.272], [0.685, -1.626, -0.609], [0.491, -0.218, -0.198], [0.132, 0.494, 0.519], [-0.221, -0.175, 0.397], [-0.192, 0.285, 0.192], [0.192, -0.339, -0.127], [0.346, -0.591, 0.110], [-0.271, 0.327, 0.225], [0.109, 0.046, -0.021], [0.141, 0.069, 0.018], [-0.095, -0.038, -0.082], [-0.159, 0.271, -0.322], [-0.098, -0.232, -0.012], [-0.014, -0.110, 0.090], [-0.025, 0.217, -0.010], [-0.451, 0.204, -0.121], [-0.268, 0.166, 0.173], [-0.056, -0.065, 0.112], [-0.090, 0.000, 0.014], [0.003, 0.141, 0.035], [0.079, -0.057, -0.109]],
  "lowdin_charge": [0.024, -0.122, 0.061, -0.427, -0.396, -0.031, -0.030, -0.058, -0.191, 0.086, 0.090, 0.079, 0.118, 0.086, 0.086, 0.076, 0.147, 0.068, 0.085, 0.089, 0.076, 0.083]
}

=====

Record 4
{
  "formula": "C3H5N2S",
  "method": "the ωB97M-V functional and the def2-TZVPD basis",
  "charge": 1,
  "multiplicity": 1,
  "homo_energy_ev": -16.28,
  "lumo_ev": -4.9,
  "species": ["S", "N", "N", "C", "C", "C", "H", "H", "H", "H", "H"],
  "positions_angstrom": [[0.2567, -0.4544, 2.3136], [0.0144, -0.0798, -0.1404], [-1.2150, 0.0324, 0.2991], [0.9354, -0.3227, 0.7711], [-1.2807, -0.1357, 1.5682], [0.3375, 0.3077, -1.6386], [1.9817, -0.4109, 0.5364], [-2.1981, -0.0725, 2.1209], [0.3505, -0.6138, -2.2133], [1.2966, 0.8066, -1.6556], [-0.4791, 0.9430, -1.9613]],
  "forces_ev_per_angstrom": [[-0.222, 0.076, -0.590], [2.158, 0.802, -1.784], [-1.528, 0.255, -0.328], [-0.322, -0.073, 0.133], [0.599, -0.217, 0.540], [-0.708, -0.948, 1.656], [0.122, -0.017, -0.012], [-0.202, -0.030, 0.122], [0.023, -0.006, 0.044], [0.054, 0.079, 0.107], [0.027, 0.079, 0.112]],
  "lowdin_charge": [1.175, -0.189, 0.052, -0.318, -0.339, 0.104, 0.120, 0.102, 0.100, 0.094, 0.098]
}

=====

Number 1: gap between HOMO and LUMO 9.601 eV, F_max 0.0834 Eh/bohr, E_tot -78040.4876 eV. Number 2: gap between HOMO and LUMO 8.125 eV, F_max 0.1567 Eh/bohr, E_tot -7263.0421 eV. Number 3: gap between HOMO and LUMO 9.670 eV, F_max 0.0363 Eh/bohr, E_tot -12015.4258 eV. Number 4: gap between HOMO and LUMO 11.393 eV, F_max 0.0566 Eh/bohr, E_tot -16999.6580 eV.